1.
Computed, not measured: C4H9NO2 as an isolated structure, with ωB97M-V/def2-TZVPD.

The geometry in XYZ format:
```
16
Properties=species:S:1:pos:R:3:mulliken_charge:R:1
C 2.821 0.010 -1.170 -0.72
N 1.471 -0.095 -0.653 -0.30
C 1.213 0.438 0.445 0.09
O -0.053 0.399 1.017 -0.27
C -1.066 -0.094 0.322 -0.42
C -2.256 -0.623 1.019 0.06
O -3.328 -0.761 0.297 -0.68
H 3.215 -0.997 -1.332 0.25
H 2.786 0.511 -2.142 0.26
H 3.509 0.560 -0.510 0.30
H 1.879 0.992 1.109 0.34
H -2.374 1.215 -0.494 0.02
H -0.850 -0.419 -0.695 0.52
H -1.665 -1.604 1.128 0.18
H -2.315 -0.218 2.053 0.30
H -2.987 0.687 -0.395 0.07
```

Calculated values
Gap between HOMO and LUMO (spin up / spin down) ... 8.42 / 8.42 eV
Lowest unoccupied orbital energy (spin up / spin down) ... -0.0110 / -0.0111 Ha
Spin multiplicity ... 1

2.
Computed, not measured: C31H48AlO2P2 as an isolated structure at a distorted geometry, with ωB97M-V/def2-TZVPD.

The geometry in XYZ format:
```
84
Properties=species:S:1:pos:R:3:mulliken_charge:R:1
Al -1.401 -0.488 0.115 -0.94
C -2.449 -2.119 2.292 0.63
C -3.033 -1.244 1.314 0.61
C -2.037 -3.092 0.240 -0.37
C -1.825 -3.202 1.623 0.83
C -2.838 -1.897 -0.009 2.28
C -2.605 -2.023 3.750 -1.24
H -3.205 -1.158 4.052 0.40
H -1.608 -1.964 4.227 0.03
H -3.075 -2.932 4.158 0.43
C -1.174 -4.340 2.318 -1.57
H -0.371 -3.987 2.982 0.12
H -0.745 -5.040 1.595 0.43
H -1.887 -4.894 2.946 0.32
C -1.719 -4.128 -0.762 -2.10
H -2.484 -4.919 -0.764 0.29
H -0.757 -4.600 -0.526 0.53
H -1.672 -3.686 -1.764 0.39
C -3.766 -1.745 -1.170 -1.65
H -4.678 -2.342 -1.014 0.37
H -3.286 -2.115 -2.082 0.37
H -4.068 -0.702 -1.318 0.36
C -4.041 -0.180 1.595 -1.65
H -4.994 -0.628 1.915 0.38
H -4.249 0.428 0.706 0.36
H -3.709 0.496 2.395 0.38
C 0.443 -0.277 0.967 0.31
C -0.476 0.472 1.738 -0.20
C -0.695 1.963 1.635 -1.19
C -1.172 2.488 0.263 -0.33
C -1.703 1.440 -0.685 -0.17
C -0.801 0.648 -1.466 -0.71
C 0.693 0.867 -1.325 0.61
C 1.374 0.415 -0.014 -1.70
H 0.197 2.526 1.964 0.45
H -0.360 3.073 -0.190 -0.82
H -1.485 2.182 2.372 0.37
H 1.837 1.291 0.478 0.41
H 0.829 -1.218 1.371 0.88
H -0.742 0.053 2.710 0.57
H 2.217 -0.258 -0.251 0.34
H 1.207 0.385 -2.170 1.03
H -1.121 0.290 -2.448 0.87
H 0.891 1.949 -1.416 -1.42
H -1.976 3.215 0.452 0.61
H -2.712 1.635 -1.058 0.87
P 1.474 2.813 -3.521 0.84
P 0.655 1.496 -6.035 0.32
C 2.138 3.657 -5.041 -0.82
C 2.071 2.714 -6.244 -1.00
H 3.170 3.975 -4.839 0.46
H 1.522 4.557 -5.194 0.44
H 1.921 3.274 -7.178 0.53
H 2.993 2.119 -6.348 0.45
C 0.950 0.637 -7.635 -1.20
H 0.135 -0.075 -7.802 0.37
H 1.904 0.100 -7.584 0.37
H 0.979 1.366 -8.455 0.32
C -0.672 2.625 -6.663 -1.23
H -0.296 3.212 -7.512 0.40
H -1.019 3.298 -5.869 0.29
H -1.517 2.007 -6.997 0.39
C 3.079 2.207 -2.841 -1.32
H 2.941 1.763 -1.847 0.31
H 3.768 3.055 -2.766 0.51
H 3.493 1.434 -3.499 0.29
C 1.238 4.294 -2.466 -1.30
H 0.491 4.946 -2.939 0.32
H 2.193 4.824 -2.366 0.34
H 0.873 4.008 -1.473 0.32
O 0.158 -2.407 4.774 -0.44
C 1.200 -1.718 4.605 0.50
O 1.587 -1.033 3.639 -0.52
C 2.126 -1.757 5.812 0.24
C 1.820 -0.966 6.918 -0.24
C 2.641 -0.991 8.051 -0.56
C 3.765 -1.833 8.084 -0.39
C 4.056 -2.646 6.977 -0.56
C 3.252 -2.577 5.830 -0.19
H 0.938 -0.324 6.872 0.38
H 2.400 -0.352 8.902 0.39
H 4.396 -1.866 8.975 0.40
H 4.918 -3.317 7.001 0.39
H 3.486 -3.154 4.935 0.41
```

Calculated values
Gap between HOMO and LUMO (spin up / spin down) ... 5.21 / 3.38 eV
Lowest unoccupied orbital energy (spin up / spin down) ... -0.1596 / -0.2263 Ha
Spin multiplicity ... 1
Charge ... +1

3.
Computed, not measured: C6H14N2 as an isolated structure at a distorted geometry, with ωB97M-V/def2-TZVPD.

The geometry in XYZ format:
```
22
Properties=species:S:1:pos:R:3:mulliken_charge:R:1
C -1.279 0.498 -0.397 -0.84
N -1.594 -0.796 -0.964 -0.45
C -0.723 -1.865 -0.403 -0.45
N -1.236 -3.136 -0.886 -0.58
C 0.185 1.051 -0.417 -0.06
C 0.428 2.089 0.660 -0.40
C 1.444 1.840 1.514 -0.29
C 2.643 0.942 1.089 -1.07
H -1.900 1.282 -0.828 0.36
H -1.540 0.447 0.666 0.42
H -1.432 -0.884 -1.961 0.28
H 0.271 -1.635 -0.801 0.29
H -0.640 -1.862 0.681 0.33
H -0.666 -3.545 -1.611 0.23
H -1.329 -3.829 -0.158 0.23
H 0.284 1.429 -1.441 0.31
H 0.875 0.229 -0.280 0.16
H 0.402 3.113 0.293 0.27
H 1.639 0.555 1.660 0.21
H 1.712 2.444 2.375 0.43
H 3.381 0.887 1.875 0.31
H 2.984 1.348 0.153 0.32
```

Calculated values
Gap between HOMO and LUMO ... 8.11 eV
Lowest unoccupied orbital energy ... 0.0176 Ha
Spin multiplicity ... 1

4.
Computed, not measured: a 2-piece molecular cluster, CH11N7 overall at a distorted geometry, with ωB97M-V/def2-TZVPD.

The geometry in XYZ format:
```
19
Properties=species:S:1:pos:R:3:mulliken_charge:R:1
C -0.937 0.680 -0.951 0.07
N 0.549 2.304 -0.883 -0.54
N -0.264 1.530 -0.266 -0.05
N -2.255 -1.272 -0.710 -0.83
N 1.316 -0.863 1.153 -0.14
N -1.741 -0.179 -0.265 1.03
N 2.324 -1.036 0.248 -0.24
N -2.076 0.179 1.038 -0.58
H -0.734 0.479 -1.994 0.40
H 1.019 3.013 -0.298 0.27
H -2.718 -2.028 -0.150 0.29
H -2.226 -1.623 -1.622 0.21
H 1.419 0.009 1.728 0.32
H 3.280 -0.431 0.535 0.40
H 2.456 -2.009 -0.090 0.33
H 0.698 2.274 -1.879 0.22
H -2.966 0.104 1.515 0.31
H -1.672 1.098 1.098 0.24
H 0.949 -1.691 1.575 0.30
```

Calculated values
Gap between HOMO and LUMO (spin up / spin down) ... 8.41 / 6.56 eV
Lowest unoccupied orbital energy (spin up / spin down) ... -0.2585 / -0.3811 Ha
Spin multiplicity ... 3
Charge ... +2
<S²> ... 2.044

5.
Computed, not measured: C22H51BN4O2Si2Sr as an isolated structure at a distorted geometry, with ωB97M-V/def2-TZVPD.

The geometry in XYZ format:
```
83
Properties=species:S:1:pos:R:3:mulliken_charge:R:1
O 2.190 0.486 -0.718 0.30
O 0.556 -3.616 -3.912 -0.39
C 1.806 1.373 -1.801 -0.07
C 2.935 2.271 -2.275 -1.39
H 0.984 1.987 -1.398 0.13
H 1.431 0.750 -2.634 0.23
H 3.066 3.087 -1.557 0.34
H 2.698 2.715 -3.251 0.41
H 3.906 1.772 -2.424 0.24
C 2.312 -0.911 -1.116 -0.33
C 3.111 -1.269 -2.369 -1.14
H 1.292 -1.323 -1.232 0.44
H 2.813 -1.407 -0.265 -0.04
H 2.441 -1.578 -3.182 0.21
H 3.696 -2.177 -2.171 0.38
H 3.841 -0.538 -2.726 0.32
C 0.126 -4.000 -2.617 0.08
C -0.459 -2.840 -4.542 0.43
C 1.137 -4.948 -2.022 -1.30
H -0.840 -4.535 -2.663 0.44
H -0.013 -3.097 -1.994 0.08
H 1.371 -5.768 -2.707 0.34
H 0.721 -5.387 -1.114 0.39
H 2.056 -4.407 -1.795 0.21
C -0.254 -2.951 -6.031 -1.45
H -0.387 -1.800 -4.173 -0.14
H -1.476 -3.207 -4.305 0.32
H 0.756 -2.643 -6.307 0.33
H -0.979 -2.333 -6.560 0.39
H -0.410 -3.988 -6.349 0.32
H -1.769 1.070 -3.739 0.46
Sr 0.317 1.318 1.655 1.48
C -1.844 0.582 -2.793 -0.43
Si -3.693 0.463 -2.464 0.55
H -1.252 1.181 -2.103 0.14
H -1.455 -0.442 -2.824 -0.25
C -4.303 1.197 -4.113 -1.14
C -4.496 1.459 -1.087 -1.07
C -4.129 -1.287 -1.897 -1.06
C 2.886 1.867 1.855 -1.24
Si 3.213 0.188 2.569 1.28
H 3.066 2.708 2.554 0.26
H 3.282 2.124 0.857 -0.03
C 4.781 -0.547 1.855 -1.20
C 1.826 -1.097 2.336 -1.23
C 3.365 0.436 4.427 -1.08
H -3.315 -2.010 -2.046 0.23
H -5.010 -1.655 -2.445 0.32
H -4.349 -1.265 -0.816 0.32
H -3.879 2.215 -4.199 0.34
H -5.394 1.251 -4.168 0.35
H -3.905 0.603 -4.950 0.30
H -3.861 2.248 -0.670 0.28
H -4.774 0.758 -0.289 0.30
H -5.416 1.912 -1.491 0.31
H 2.275 -2.082 2.538 0.43
H 1.403 -1.157 1.313 0.35
H 0.994 -0.962 3.056 0.24
H 3.982 -0.357 4.870 0.35
H 2.390 0.433 4.937 0.22
H 3.838 1.409 4.617 0.29
H 5.305 -1.141 2.617 0.35
H 5.441 0.266 1.524 0.32
H 4.571 -1.192 0.992 0.23
B -0.166 3.058 4.346 -0.11
N -1.563 3.331 3.648 0.29
C -2.602 4.046 4.120 -0.28
C -3.736 3.722 3.371 -0.90
C -3.292 2.785 2.419 -0.37
N -1.972 2.546 2.574 -0.22
N -0.379 1.576 4.893 0.13
C -0.786 1.223 6.130 -0.19
C -1.100 -0.137 6.123 -0.97
C -0.857 -0.573 4.807 -0.61
N -0.397 0.471 4.061 -0.09
H -0.036 3.797 5.289 -0.13
H 0.755 3.150 3.560 -0.16
H -2.479 4.733 4.948 0.43
H -4.726 4.109 3.505 0.39
H -3.899 2.290 1.662 0.37
H -0.834 1.947 6.933 0.44
H -1.449 -0.729 6.945 0.41
H -1.005 -1.558 4.396 0.47
```

Calculated values
Gap between HOMO and LUMO ... 6.11 eV
Lowest unoccupied orbital energy ... -0.0087 Ha
Spin multiplicity ... 1

6.
Computed, not measured: one molecule with the formula C5H13NS2 at a distorted geometry, with ωB97M-V/def2-TZVPD.

The geometry in XYZ format:
```
21
Properties=species:S:1:pos:R:3:mulliken_charge:R:1
S 1.954 1.664 -1.359 -0.23
S 0.377 0.370 -1.823 -0.05
C -1.018 1.303 -1.035 -0.90
C -1.101 0.926 0.442 -0.23
C -1.818 -0.357 0.659 -0.59
N -1.208 -0.980 1.896 -0.33
C -0.616 -2.361 1.769 -0.40
C 0.803 -2.296 2.352 -1.06
H 2.678 2.067 -2.397 0.15
H -0.931 2.359 -1.260 0.43
H -1.899 0.924 -1.590 0.35
H -0.138 1.058 0.935 0.29
H -1.553 1.817 0.928 0.27
H -1.553 -1.138 -0.068 0.23
H -2.858 -0.344 0.997 0.35
H -1.694 -0.946 2.777 0.23
H -1.312 -3.024 2.326 0.36
H -0.664 -2.636 0.717 0.25
H 1.613 -2.810 1.799 0.31
H 0.971 -2.769 3.321 0.28
H 1.201 -1.278 2.398 0.29
```

Calculated values
Gap between HOMO and LUMO ... 8.73 eV
Lowest unoccupied orbital energy ... 0.0165 Ha
Spin multiplicity ... 1
SMILES string ... CCNCCCSS

Let's list energy above the lowest of the compared OMol25 structures with the same formula, charge and spin in order: 6.149; 0.000; 5.850; 0.000; 0.127; 1.871 eV.
Let's list DFT total energy in order: -9873.9116; -62185.3598; -9423.6349; -11623.1896; -50965.1610; -28554.7585 eV.